<P>
{"formula": "C5H8OS2", "method": "ωB97M-V/def2-TZVPD", "symbols": ["C", "C", "C", "C", "C", "O", "S", "S", "H", "H", "H", "H", "H", "H", "H", "H"], "xyz": [[0.213, -0.743, -1.145], [0.040, -0.047, -0.047], [1.690, -0.427, -1.250], [1.491, 0.258, 0.146], [-1.600, 0.735, 1.998], [-0.660, -1.481, -1.847], [-2.685, 0.798, -0.925], [-1.734, -0.193, 0.420], [-0.200, -1.588, -2.685], [2.381, -1.374, -1.259], [1.958, 0.322, -1.918], [1.823, 1.368, 0.256], [1.933, -0.218, 1.031], [-2.242, 0.259, 2.769], [-0.522, 0.576, 2.281], [-1.884, 1.755, 2.172]], "orbital_gap_ha": 0.3109}

***

<Q>
{"formula": "C5H8OS2", "method": "ωB97M-V/def2-TZVPD", "symbols": ["O", "C", "C", "S", "C", "C", "S", "C", "H", "H", "H", "H", "H", "H", "H", "H"], "xyz": [[-1.051, -1.781, 0.515], [-0.592, -0.899, -0.493], [-1.467, 0.328, -0.442], [-0.920, 1.039, 1.223], [0.636, -0.012, 1.336], [0.811, -0.375, -0.134], [1.486, 1.003, -1.099], [0.635, -1.522, -1.100], [-1.468, -2.507, 0.062], [-2.520, 0.062, -0.355], [-1.288, 1.058, -1.196], [0.442, -0.879, 1.959], [1.425, 0.601, 1.750], [0.894, 2.026, -0.419], [0.734, -2.567, -0.793], [0.992, -1.325, -2.117]], "orbital_gap_ha": 0.3353, "smiles": "O[C@@]12CSC[C@@]1(S)C2"}

***

Name the least stable of them. <P>.

***

<P>
{"formula": "C5H8OS2", "method": "ωB97M-V/def2-TZVPD", "symbols": ["C", "C", "C", "S", "S", "C", "C", "O", "H", "H", "H", "H", "H", "H", "H", "H"], "xyz": [[-1.665, 0.391, -0.823], [-1.195, 0.061, 0.610], [-0.249, 1.184, 1.084], [-0.890, 2.594, 1.660], [1.472, 1.039, 1.023], [1.906, -0.652, 0.435], [1.605, -0.946, -1.030], [0.827, -1.803, -1.405], [-2.444, -0.308, -1.149], [-0.815, 0.375, -1.537], [-2.153, 1.402, -0.802], [-0.728, -0.930, 0.693], [-2.016, -0.010, 1.267], [2.972, -0.724, 0.679], [1.369, -1.441, 1.072], [2.005, -0.232, -1.780]], "orbital_gap_ha": 0.3125, "smiles": "CCC(=S)SCC=O"}

***

<Q>
{"formula": "C5H8OS2", "method": "ωB97M-V/def2-TZVPD", "symbols": ["C", "C", "S", "C", "O", "H", "H", "H", "H", "C", "C", "S", "H", "H", "H", "H"], "xyz": [[1.413, -2.413, 1.602], [0.584, -1.382, 0.945], [0.838, 0.396, 1.445], [1.299, -0.583, -0.004], [2.070, -0.449, -0.892], [2.370, -1.973, 2.173], [1.751, -2.924, 0.678], [0.907, -3.112, 2.226], [-0.485, -1.560, 1.019], [-0.440, 2.449, -0.999], [-1.509, 1.743, -0.354], [-2.106, 0.239, -0.795], [0.414, 2.184, -0.314], [-0.489, 3.586, -0.932], [-0.227, 1.995, -2.059], [-1.951, 2.279, 0.584]], "orbital_gap_ha": [0.3141, 0.3141], "smiles": "C[C@H]1SC1=O.CC=S"}

***

Name the least stable of them. <Q>.

***

<P>
{"formula": "C3H14O4", "method": "ωB97M-V/def2-TZVPD", "symbols": ["C", "O", "C", "C", "H", "H", "H", "H", "H", "H", "H", "H", "H", "H", "O", "H", "H", "O", "H", "H", "O"], "xyz": [[1.249, -0.491, 0.270], [-0.176, 0.985, -2.387], [0.990, 0.787, 0.744], [2.653, 0.425, 0.396], [1.241, -1.314, 0.968], [0.938, -0.736, -0.740], [-0.643, 1.214, -3.193], [0.918, 1.049, 1.787], [0.454, 1.460, 0.075], [3.212, -0.035, -0.403], [3.140, 0.205, 1.344], [2.808, 1.506, 0.309], [-1.530, -1.977, -1.351], [-1.397, -0.731, -0.332], [-1.204, -1.730, -0.486], [-1.219, 0.075, 1.588], [-1.092, -1.423, 1.578], [-1.089, -0.675, 2.189], [-0.841, 1.089, -1.654], [-2.485, 1.028, 0.072], [-1.611, 0.745, -0.221]], "orbital_gap_ha": 0.3265}

***

<Q>
{"formula": "C3H14O4", "method": "ωB97M-V/def2-TZVPD", "symbols": ["C", "O", "H", "H", "H", "H", "C", "O", "H", "H", "H", "H", "C", "O", "H", "H", "H", "H", "O", "H", "H"], "xyz": [[2.779, 1.582, 0.998], [3.967, 1.635, 1.753], [3.011, 1.444, -0.065], [2.081, 0.791, 1.275], [2.243, 2.528, 1.036], [4.258, 0.733, 1.913], [-1.602, -3.898, -1.713], [-1.450, -3.421, -0.391], [-2.068, -4.878, -1.710], [-2.280, -3.220, -2.243], [-0.637, -3.907, -2.220], [-1.057, -2.527, -0.429], [-1.567, 2.624, 0.481], [-0.561, 1.674, 0.768], [-2.568, 2.202, 0.362], [-1.583, 3.378, 1.272], [-1.375, 3.162, -0.447], [-0.562, 1.470, 1.706], [-0.380, -0.827, -0.651], [-0.305, -0.543, -1.569], [-0.343, -0.004, -0.126]], "orbital_gap_ha": 0.3650, "smiles": "CO.CO.CO.O"}

***

Name the least stable of them. <P>.

***

<P>
{"formula": "C4H10O3", "method": "ωB97M-V/def2-TZVPD", "symbols": ["O", "C", "C", "C", "C", "O", "H", "H", "H", "H", "H", "H", "H", "H", "O", "H", "H"], "xyz": [[-0.047, -0.629, 2.389], [-0.417, -0.647, 1.244], [0.507, -0.603, 0.047], [0.194, -1.779, -0.895], [-0.600, -1.343, -2.113], [-1.820, -0.791, -1.706], [-1.503, -0.687, 1.014], [0.383, 0.344, -0.478], [1.490, -0.551, 0.518], [-0.522, -2.412, -0.365], [1.056, -2.355, -1.224], [-0.603, -2.223, -2.774], [0.034, -0.711, -2.750], [-2.475, -0.924, -2.400], [2.020, 4.706, 1.246], [1.177, 4.325, 0.993], [1.840, 5.104, 2.101]], "orbital_gap_ha": 0.3773, "smiles": "O=CCCCO.O"}

***

<Q>
{"formula": "C4H10O3", "method": "ωB97M-V/def2-TZVPD", "symbols": ["O", "C", "C", "C", "C", "O", "H", "H", "H", "H", "H", "H", "H", "H", "O", "H", "H"], "xyz": [[-0.390, -0.550, -1.782], [0.070, 0.403, -1.200], [0.211, 0.437, 0.295], [-1.141, 0.359, 1.023], [-1.037, -0.352, 2.371], [-0.260, -1.519, 2.389], [0.606, 1.141, -1.827], [0.948, -0.285, 0.651], [0.681, 1.380, 0.598], [-1.522, 1.363, 1.235], [-1.939, -0.070, 0.413], [-2.050, -0.581, 2.723], [-0.711, 0.325, 3.155], [-0.600, -2.168, 1.764], [2.175, 0.325, -3.743], [2.684, 0.404, -4.558], [2.274, -0.613, -3.505]], "orbital_gap_ha": 0.3842, "smiles": "O=CCCCO.O"}

***

Name the least stable of them. <P>.

***

<P>
{"formula": "C6H11N2", "method": "ωB97M-V/def2-TZVPD", "symbols": ["C", "C", "C", "C", "C", "N", "C", "N", "H", "H", "H", "H", "H", "H", "H", "H", "H", "H", "H"], "xyz": [[-0.485, 2.324, -0.014], [0.614, 1.523, -0.752], [1.313, 0.388, -0.046], [0.424, -0.731, 0.060], [-0.545, -1.116, -0.820], [-1.232, -2.141, -0.232], [-0.746, -2.456, 1.007], [0.358, -1.669, 1.106], [-1.484, 1.879, -0.061], [-0.558, 3.312, -0.394], [-0.254, 2.443, 1.018], [1.516, 2.260, -0.987], [0.191, 1.277, -1.730], [1.688, 0.810, 0.926], [2.347, 0.256, -0.376], [-0.906, -0.901, -1.880], [-2.127, -2.621, -0.434], [-0.804, -3.330, 1.581], [0.691, -1.506, 2.026]], "orbital_gap_ha": 0.3752, "charge": 1, "smiles": "CCCc1c[nH]c[nH+]1"}

***

<Q>
{"formula": "C6H11N2", "method": "ωB97M-V/def2-TZVPD", "symbols": ["C", "C", "C", "N", "C", "C", "N", "C", "H", "H", "H", "H", "H", "H", "H", "H", "H", "H", "H"], "xyz": [[-3.578, -0.793, 0.156], [-2.564, -0.047, 0.509], [-1.618, 0.314, -0.523], [-0.589, 1.003, -0.315], [0.515, 1.486, -0.066], [1.873, 1.040, 0.382], [1.918, -0.382, 0.576], [2.444, -1.227, -0.480], [-4.284, -1.307, 0.941], [-3.667, -1.133, -0.781], [-2.236, 0.342, 1.491], [-1.834, 0.119, -1.549], [0.494, 2.591, -0.076], [2.537, 1.366, -0.327], [1.913, 1.693, 1.405], [1.019, -0.705, 0.898], [3.352, -1.623, -0.198], [1.805, -2.036, -0.686], [2.499, -0.700, -1.357]], "orbital_gap_ha": 0.2940, "charge": 1, "smiles": "C=CC=[N+]=CCNC"}

***

Name the least stable of them. <Q>.

***

<P>
{"formula": "C6H11N2", "method": "ωB97M-V/def2-TZVPD", "symbols": ["C", "C", "C", "C", "C", "C", "N", "N", "H", "H", "H", "H", "H", "H", "H", "H", "H", "H", "H"], "xyz": [[-2.424, 0.913, -0.194], [-2.835, -0.388, 0.122], [-0.126, 0.329, -0.176], [2.131, 1.027, 0.460], [1.686, -1.271, -0.589], [1.124, -0.146, 0.290], [-1.087, 1.154, -0.296], [-1.975, -1.293, 0.395], [-3.100, 1.715, -0.411], [-3.908, -0.569, 0.107], [1.681, 1.865, 0.987], [2.491, 1.348, -0.514], [2.976, 0.675, 1.047], [2.503, -1.764, -0.070], [2.059, -0.875, -1.529], [0.913, -2.006, -0.801], [0.941, -0.553, 1.301], [-0.869, 2.116, -0.583], [-2.184, -2.277, 0.456]], "orbital_gap_ha": [0.2471, 0.2700], "charge": 1}

***

<Q>
{"formula": "C6H11N2", "method": "ωB97M-V/def2-TZVPD", "symbols": ["C", "C", "C", "C", "C", "C", "N", "N", "H", "H", "H", "H", "H", "H", "H", "H", "H", "H", "H"], "xyz": [[1.736, -0.970, -0.309], [-0.472, -0.722, -0.594], [0.890, -0.209, -1.058], [0.597, -1.828, -0.693], [-2.422, 0.863, 0.444], [-1.034, 0.380, 0.863], [3.015, -0.802, -0.015], [-0.092, 1.361, 0.750], [-1.013, -0.357, 1.651], [-1.280, -0.772, -1.356], [1.115, 0.195, -1.971], [-2.330, 1.726, -0.235], [-2.974, 1.257, 1.393], [-3.080, 0.021, 0.217], [0.553, -2.731, -1.216], [3.620, -1.345, 0.612], [0.319, 1.714, 1.552], [-0.457, 2.091, 0.188], [3.309, 0.129, -0.224]], "orbital_gap_ha": 0.3448, "charge": 1}

***

<R>
{"formula": "C6H11N2", "method": "ωB97M-V/def2-TZVPD", "symbols": ["C", "C", "C", "C", "C", "C", "N", "N", "H", "H", "H", "H", "H", "H", "H", "H", "H", "H", "H"], "xyz": [[-2.180, 0.162, -0.286], [-1.353, 1.405, 0.440], [2.132, -0.238, 0.285], [-0.815, -0.305, -0.858], [0.695, -0.460, 0.730], [-0.133, 0.684, -0.006], [2.004, 0.948, -0.608], [-0.035, -1.417, -0.248], [-2.557, -0.624, 0.480], [-2.791, 0.635, -0.966], [-1.488, 2.315, -0.136], [-1.244, 1.591, 1.528], [2.996, -0.060, 0.977], [2.379, -1.121, -0.237], [-0.832, -0.444, -1.903], [0.537, -0.814, 1.807], [2.472, 1.723, -0.152], [-0.368, -2.327, 0.211], [0.581, -1.653, -1.059]], "orbital_gap_ha": [0.3054, 0.3417], "charge": 1}

***

Name the least stable of them. <R>.

***

<P>
{"formula": "C8H12S", "method": "ωB97M-V/def2-TZVPD", "symbols": ["C", "C", "C", "C", "C", "C", "C", "C", "S", "H", "H", "H", "H", "H", "H", "H", "H", "H", "H", "H", "H"], "xyz": [[-1.533, 0.379, -0.258], [-0.474, -0.345, 0.049], [-2.319, -0.867, -0.581], [-1.313, 1.857, -0.127], [-1.144, -1.710, -0.208], [0.227, 1.949, 0.119], [0.815, 0.517, 0.420], [3.010, -1.186, 0.298], [2.263, 0.133, -0.713], [-3.233, -1.099, 0.001], [-2.662, -0.815, -1.695], [-1.600, 2.410, -0.924], [-1.887, 2.340, 0.806], [-0.501, -2.144, -0.956], [-1.543, -2.388, 0.614], [0.608, 2.288, -0.816], [0.572, 2.572, 0.944], [1.242, 0.244, 1.362], [3.082, -0.932, 1.413], [4.045, -1.147, -0.159], [2.344, -2.058, 0.409]], "orbital_gap_ha": 0.3425}

***

<Q>
{"formula": "C8H12S", "method": "ωB97M-V/def2-TZVPD", "symbols": ["C", "S", "C", "C", "C", "C", "C", "C", "C", "H", "H", "H", "H", "H", "H", "H", "H", "H", "H", "H", "H"], "xyz": [[2.557, 1.976, -1.229], [1.212, 2.789, -0.368], [0.185, 1.346, -0.185], [0.605, 0.122, 0.203], [-0.599, -0.807, 0.386], [-0.735, -1.970, -0.623], [-0.817, -1.330, 1.832], [-1.725, 0.235, 0.173], [-1.265, 1.389, -0.105], [3.151, 2.773, -1.759], [2.351, 1.175, -1.986], [3.314, 1.481, -0.570], [1.566, -0.240, 0.345], [0.148, -2.424, -0.854], [-1.306, -1.645, -1.691], [-1.405, -2.702, -0.258], [-0.114, -2.120, 1.986], [-1.892, -1.909, 1.960], [-0.814, -0.527, 2.480], [-2.710, 0.044, 0.530], [-1.708, 2.347, -0.268]], "orbital_gap_ha": 0.3268, "smiles": "CSC1=CC(C)(C)C=C1"}

***

Name the least stable of them. <P>.